No. 1
Computed, not measured: C44H39Br4N5O4RbSSbSe as an isolated structure in a non-equilibrium geometry, with ωB97M-V with the def2-TZVPD basis set.

Positions of all 100 atoms, in Å:
Rb: 0.12285 1.84927 0.47224
N: 4.32086 0.82387 1.32846
C: 3.54482 0.91482 0.08642
C: 2.26158 0.05810 0.05716
O: 2.09785 -0.76004 1.00246
O: 1.46654 0.23838 -0.90308
H: 3.83094 1.33765 2.05131
H: 4.25896 -0.14130 1.63609
H: 4.16082 0.56789 -0.74666
H: 3.29303 1.95916 -0.11048
Br: -3.42443 6.66716 4.82486
C: -2.97251 5.11438 3.82932
C: -3.91247 4.13632 3.57173
Br: -5.70182 4.33333 4.17724
C: -3.53107 2.98722 2.84783
Br: -4.77975 1.60817 2.46534
C: -2.23027 2.76352 2.32884
O: -1.91175 1.68228 1.71176
C: -1.23830 3.83814 2.55933
O: -0.02879 3.72757 2.09036
C: -1.65936 4.93844 3.32922
Br: -0.30717 6.22799 3.73676
C: 0.48125 1.99424 -5.60095
N: 0.03868 0.96312 -4.68279
C: -1.00622 1.09456 -3.81237
Se: -2.10336 2.53793 -3.60726
N: -1.10865 -0.10884 -3.18688
C: -0.17384 -1.01818 -3.67385
C: 0.05170 -2.35403 -3.41277
C: 1.05060 -2.98362 -4.14882
C: 1.79689 -2.29161 -5.10364
C: 1.55903 -0.94294 -5.36517
C: 0.55357 -0.33280 -4.63853
H: 0.09946 2.94758 -5.24875
H: 0.10114 1.80267 -6.60664
H: 1.56757 2.02441 -5.61273
H: -1.72904 -0.23832 -2.40466
H: -0.50252 -2.88723 -2.64854
H: 1.25770 -4.03025 -3.96030
H: 2.57848 -2.80867 -5.64606
H: 2.13563 -0.39525 -6.10130
N: 0.94682 5.70127 0.57379
C: 1.67598 5.31416 -0.48353
N: 1.65062 4.11752 -0.98812
C: 2.50816 4.01272 -2.07403
C: 2.74453 2.83751 -2.78817
C: 3.65687 2.86270 -3.83488
C: 4.32475 4.03658 -4.19415
C: 4.09656 5.21146 -3.48655
C: 3.19663 5.18264 -2.42966
S: 2.73820 6.45920 -1.33457
H: 0.53594 4.95104 1.18871
H: 1.13527 6.58914 1.00168
H: 2.24312 1.92092 -2.47894
H: 3.86513 1.94538 -4.37548
H: 5.03475 4.03104 -5.01292
H: 4.62188 6.12432 -3.74614
C: -1.85230 -4.86209 1.02576
C: -0.65609 -4.53809 0.15457
C: -0.08241 -5.59720 -0.55336
C: 1.05186 -5.43211 -1.33786
C: 1.63017 -4.17651 -1.43709
C: 1.05367 -3.10187 -0.76602
C: -0.08464 -3.25431 0.04375
Sb: -0.66823 -1.40650 1.04907
C: -2.78955 -1.93310 1.08120
C: -3.30815 -2.20456 -0.18644
C: -4.67030 -2.39369 -0.40399
C: -5.54361 -2.29489 0.66999
C: -5.04352 -2.01104 1.93634
C: -3.68023 -1.82518 2.16162
C: -3.19355 -1.49497 3.55118
C: 0.09591 -2.08502 2.98749
C: 0.45207 -3.41364 3.22584
C: 1.02691 -3.82072 4.42827
C: 1.27600 -2.88300 5.41820
C: 0.96711 -1.55120 5.17822
C: 0.39266 -1.13236 3.97856
C: 0.17303 0.34541 3.77461
H: -1.75528 -5.87614 1.42164
H: -2.78697 -4.80408 0.46172
H: -1.94974 -4.17451 1.86448
H: -0.52708 -6.58298 -0.45953
H: 1.47927 -6.28143 -1.85919
H: 2.52079 -4.02243 -2.03665
H: 1.49933 -2.11684 -0.86415
H: -2.62746 -2.29599 -1.03212
H: -5.04335 -2.60816 -1.39886
H: -6.61060 -2.42453 0.52333
H: -5.72971 -1.91046 2.77287
H: -3.98844 -1.60892 4.29114
H: -2.85292 -0.45383 3.58704
H: -2.35394 -2.13123 3.83628
H: 0.30166 -4.16303 2.46124
H: 1.27960 -4.86515 4.57918
H: 1.72096 -3.17863 6.36249
H: 1.18958 -0.80383 5.93262
H: 0.19423 0.87512 4.72804
H: -0.76654 0.59073 3.26945
H: 0.97594 0.76030 3.15750

Summary:
- energy (hartree) = -15635.0294
- total charge = -2
- E_LUMO (eV) = 3.626
- Kohn-Sham gap (eV) = 5.2

Results of the Mulliken charge analysis, in e, for atoms 1 through 4:
1. Rb 1.283
2. N -0.768
3. C 0.111
4. C 0.296

=====

No. 2
Computed, not measured: H18O9Y as an isolated structure in a non-equilibrium geometry, with ωB97M-V with the def2-TZVPD basis set.

Positions of all 28 atoms, in Å:
Y: -0.03268 0.03770 0.03443
O: -3.91043 -1.35943 -1.22333
H: -4.09229 -2.24835 -1.52824
H: -4.74836 -0.90317 -1.30033
O: 3.61643 0.87355 -1.89823
H: 4.44885 0.64736 -1.48331
H: 3.86488 1.34657 -2.69244
O: -2.89395 3.17132 0.88594
H: -3.84634 3.16455 0.98160
H: -2.68187 4.07700 0.66014
O: -1.20947 -0.03213 4.06551
H: -1.14098 -0.80065 4.63200
H: -1.33556 0.70024 4.66880
O: -0.92673 2.15500 -3.28421
H: -1.77424 2.43333 -3.63135
H: -0.29655 2.40642 -3.95940
O: -0.74875 -4.02254 1.32465
H: -0.06981 -4.48829 1.81285
H: -1.31018 -4.71440 0.97486
O: 3.41378 -1.41522 2.33271
H: 4.04496 -1.72525 1.68331
H: 3.94656 -1.18222 3.09304
O: 1.88015 3.45638 1.35394
H: 1.68386 4.14277 1.99157
H: 2.74848 3.68076 1.01945
O: 0.28906 -2.91427 -3.22846
H: 0.92435 -3.62041 -3.11013
H: 0.15689 -2.86653 -4.17528

Summary:
- energy (hartree) = -724.9802
- total charge = +3
- E_LUMO (eV) = -16.234
- Kohn-Sham gap (eV) = 3.8

Results of the Mulliken charge analysis, in e, for atoms 1 through 4:
1. Y 2.478
2. O -0.605
3. H 0.329
4. H 0.326

=====

No. 3
Computed, not measured: one molecule with the formula C8H10Cl2N4 in a non-equilibrium geometry, with ωB97M-V with the def2-TZVPD basis set.

Positions of all 24 atoms, in Å:
C: 1.52293 -0.23758 0.46151
C: 0.34221 1.66053 2.13120
C: 0.99182 2.09637 -0.35257
C: 1.67448 2.25115 1.79863
C: 0.32582 0.48616 0.21052
C: -1.28494 -1.76276 -2.28811
C: -1.29928 -2.05410 0.12934
C: -0.60621 -1.47707 -1.02984
N: 2.58430 -0.60645 0.68483
N: 1.68397 2.75169 0.46354
N: -0.32331 0.87305 1.42654
N: -0.44544 0.01724 -0.87405
Cl: -0.41021 2.25594 3.55718
Cl: 0.70143 2.55892 -1.86525
H: 1.96737 3.21188 2.46706
H: 2.53031 1.59791 1.76329
H: -2.23961 -1.24843 -2.17871
H: -0.72195 -1.46408 -3.13762
H: -1.35494 -2.74106 -2.37472
H: -0.98530 -1.74037 1.10397
H: -1.49125 -3.18124 -0.08308
H: -2.32677 -1.76041 0.16000
H: 0.46027 -1.97672 -1.05685
H: -1.29568 0.48944 -1.11677

Summary:
- energy (hartree) = -1449.9831
- spin multiplicity = 3
- E_LUMO (alpha / beta) (eV) = 0.395 / -3.222
- Kohn-Sham gap (alpha / beta) (eV) = 5.8 / 6.4

Results of the Mulliken charge analysis, in e, for atoms 1 through 4:
1. C 0.253
2. C 0.610
3. C 0.091
4. C -0.703